A 10-piece molecular cluster, C27H77F3N6O14S overall, computed with the ωB97M-V functional and the def2-TZVPD basis.

Geometry as ORCA input:
```
! RIJCOSX wB97M-V def2-TZVPD def2/J DEFGRID3
* xyz 0 1
N -1.182 2.502 -1.769
H -1.099 1.737 -1.114
H -1.967 3.088 -1.523
H -1.190 2.315 -2.761
H -0.326 3.033 -1.700
C 0.359 -0.265 2.507
F -0.365 0.726 3.059
F 1.623 -0.195 3.152
F -0.349 -1.420 2.477
S 0.627 0.276 0.641
O -0.665 0.422 -0.057
O 1.143 1.632 0.701
O 1.449 -0.709 -0.020
C 2.607 -0.820 6.441
C 2.233 -2.072 5.720
O 2.060 -3.108 6.732
O 3.846 -1.123 7.159
H 1.797 -0.591 7.133
H 2.737 -0.022 5.710
H 3.039 -2.296 5.022
H 1.282 -1.960 5.199
H 2.818 -3.083 7.320
H 3.978 -0.434 7.815
C -3.285 -1.444 4.257
C -3.566 0.086 3.781
O -4.886 0.269 3.271
O -3.870 -1.566 5.560
H -2.221 -1.657 4.356
H -3.768 -2.192 3.628
H -3.027 0.280 2.854
H -3.275 0.787 4.563
H -5.161 -0.631 3.081
H -4.294 -2.408 5.740
C 4.831 -2.665 -1.879
C 3.595 -1.938 -2.520
O 3.457 -0.554 -2.006
O 4.782 -2.902 -0.522
H 5.754 -2.128 -2.099
H 4.886 -3.667 -2.305
H 2.691 -2.430 -2.162
H 3.572 -1.995 -3.609
H 3.069 -0.586 -1.129
H 4.143 -3.592 -0.328
C 1.003 3.361 -4.847
C 0.553 2.300 -5.835
C -0.593 1.468 -5.314
O -0.598 1.124 -3.967
C 0.426 0.252 -3.546
N 0.225 2.985 -7.055
H 1.770 4.104 -5.067
H 1.409 2.837 -3.981
H 0.105 3.908 -4.563
H 1.432 1.678 -6.001
H -0.857 0.591 -5.905
H -1.571 1.942 -5.400
H 1.188 0.821 -3.014
H 0.947 -0.274 -4.346
H 0.109 -0.444 -2.770
H 0.837 3.775 -7.204
H 0.353 2.358 -7.837
C 1.977 5.187 0.600
C 0.855 4.840 -0.431
C 0.604 5.943 -1.393
O -0.537 5.622 -2.175
C -0.431 6.622 -3.278
N 1.179 3.661 -1.182
H 2.080 4.269 1.179
H 1.656 6.031 1.210
H 2.998 5.317 0.240
H 0.007 4.530 0.180
H 1.509 6.079 -1.986
H 0.311 6.871 -0.902
H -0.234 7.660 -3.008
H -1.392 6.660 -3.790
H 0.362 6.296 -3.951
H 2.114 3.850 -1.514
H 1.339 2.943 -0.490
C -4.011 2.048 -0.029
C -3.534 3.415 0.395
C -2.472 3.261 1.461
O -1.839 4.445 1.819
C -0.873 4.296 2.835
N -2.992 4.064 -0.828
H -4.260 1.384 0.799
H -3.327 1.414 -0.594
H -4.977 2.258 -0.488
H -4.435 3.948 0.699
H -1.754 2.540 1.070
H -3.037 2.992 2.353
H -1.308 3.685 3.626
H -0.419 5.171 3.301
H 0.062 3.802 2.570
H -3.754 4.502 -1.326
H -2.360 4.820 -0.607
C 1.966 -3.636 1.559
C 2.388 -4.991 1.138
C 1.226 -5.994 1.299
O 1.591 -7.225 0.748
C 0.859 -8.311 1.283
N 2.991 -4.987 -0.174
H 1.232 -3.166 0.905
H 2.800 -2.937 1.503
H 1.441 -3.687 2.514
H 3.135 -5.243 1.892
H 0.374 -5.575 0.765
H 1.088 -6.127 2.372
H 0.950 -9.173 0.623
H -0.210 -8.171 1.448
H 1.257 -8.723 2.210
H 2.267 -5.245 -0.829
H 3.736 -5.664 -0.258
C -3.430 -1.906 0.143
C -2.694 -3.161 -0.340
C -1.828 -2.905 -1.545
O -1.135 -4.001 -1.998
C -0.496 -3.853 -3.204
N -1.889 -3.674 0.731
H -2.742 -1.186 0.587
H -4.115 -2.087 0.972
H -3.865 -1.317 -0.664
H -3.403 -3.926 -0.656
H -1.161 -2.052 -1.418
H -2.420 -2.502 -2.368
H -1.221 -3.633 -3.988
H 0.040 -4.754 -3.504
H 0.114 -2.950 -3.197
H -1.353 -2.924 1.144
H -1.217 -4.227 0.219
*
```

Results
F_max in hartree/bohr: 0.0655
Kohn-Sham gap in Ha: 0.3424
LUMO in Eh: 0.01899
Energy above the lowest of the compared OMol25 structures with the same formula, charge and spin in kcal/mol: 62.1